No. 1
C5H7NO as an isolated structure. Source: the Open Molecules 2025 dataset; level of theory: the ωB97M-V functional and the def2-TZVPD basis.

## Properties
- Frontier orbital gap: 0.352 Ha
- Energy above the lowest of the compared OMol25 structures with the same formula, charge and spin: 104.5 kcal per mole
- HOMO: -8.51 eV

XYZ file:
```
14
C5H7NO, DFT the ωB97M-V functional and the def2-TZVPD basis
C 0.9073 0.7099 0.9880
C 1.3084 -0.1706 -0.1872
O 0.6948 -1.4612 -0.0084
C -0.5578 -1.0223 -0.5909
C -1.4445 -0.1590 0.3063
N -0.4429 0.9233 0.3856
C 0.0667 0.3534 -0.9254
H 0.9877 0.3032 2.0010
H 1.3638 1.7056 0.9509
H 2.3193 -0.2057 -0.6003
H -0.9892 -1.8212 -1.2054
H -2.1087 0.4695 -0.5424
H -1.8105 -0.5948 1.2664
H -0.1367 0.9564 -1.7956
```

---

No. 2
C3H11N3 as an isolated structure. Source: the Open Molecules 2025 dataset; level of theory: the ωB97M-V functional and the def2-TZVPD basis.

## Properties
- Frontier orbital gap: 0.275 Ha
- Energy above the lowest of the compared OMol25 structures with the same formula, charge and spin: 96.4 kcal per mole
- HOMO: -6.76 eV

XYZ file:
```
17
C3H11N3, DFT the ωB97M-V functional and the def2-TZVPD basis
C -0.1442 0.1223 -0.4804
C -0.0511 -0.6772 0.7058
C 1.0216 0.6868 1.6320
N 0.8783 0.1274 -1.3988
N -1.2986 -1.7276 -0.6775
N -1.0178 1.1802 -0.5685
H -1.7284 1.2245 0.1443
H -0.6394 2.0748 -0.8401
H 1.6549 -0.4963 -1.2458
H 0.6817 0.5389 -2.2977
H -2.0268 -1.3027 -1.2522
H -0.7094 -2.2535 -1.3241
H 0.6506 -1.4931 0.7098
H -0.8836 -0.6841 1.3886
H 1.9182 0.9692 1.0829
H 1.2828 0.1544 2.5449
H 0.4112 1.5560 1.8767
```

---

No. 3
C19H45CuN2O5 as an isolated structure. Source: the Open Molecules 2025 dataset; level of theory: the ωB97M-V functional and the def2-TZVPD basis.

## Properties
- Frontier orbital gap: 0.085 Ha
- HOMO: -4.50 eV

XYZ file:
```
72
C19H45CuN2O5, DFT the ωB97M-V functional and the def2-TZVPD basis
Cu 0.0724 1.7264 -1.5699
C 2.2650 -2.7082 5.5408
C 1.7402 -3.6590 4.4431
C 1.2368 -4.9460 5.2424
C 0.1054 -5.7495 4.5308
C -1.0407 -4.9060 3.9969
C -0.4951 -3.7250 3.0849
N 0.6318 -2.9497 3.7238
O 0.9455 -1.7081 3.1485
C -1.7313 -2.9000 2.7471
C -0.0579 -4.4020 1.7764
C 2.8821 -4.1118 3.4819
H 2.6976 -1.8000 5.1213
H 3.0134 -3.1147 6.2211
H 1.4535 -2.4192 6.2087
H 0.9869 -4.7476 6.2847
H 2.1308 -5.5685 5.2770
H -0.3455 -6.3071 5.3518
H 0.4577 -6.4268 3.7528
H -1.7903 -4.5086 4.6812
H -1.4876 -5.6337 3.3196
H -1.8209 -2.3400 3.6779
H -2.6350 -3.4871 2.5835
H -1.6840 -2.2483 1.8746
H -0.9298 -4.6372 1.1660
H 0.5358 -5.3132 1.8499
H 0.4891 -3.6424 1.2180
H 3.7772 -4.3202 4.0678
H 3.2456 -3.3578 2.7837
H 2.6830 -5.0663 2.9948
C -4.5781 4.1517 3.0050
C -3.0746 4.2245 2.9726
O -2.7192 3.2915 2.0387
H -4.6892 4.5608 4.0092
H -5.0268 3.1880 2.7641
H -4.8668 4.8704 2.2380
H -2.5726 4.1102 3.9333
H -2.7132 5.1517 2.5280
H -2.2964 2.5611 2.4962
C 5.5770 2.1696 -1.3424
C 5.5763 0.7755 -1.9743
O 4.3101 0.1828 -1.6357
H 6.4895 2.3458 -0.7729
H 4.7278 2.3788 -0.6919
H 5.5950 2.9086 -2.1434
H 6.4143 0.2463 -1.5208
H 5.7420 0.6853 -3.0479
H 4.4064 -0.1238 -0.7311
C -0.7269 0.1438 -5.5430
O -0.3259 1.3854 -4.9336
C -0.3467 2.4483 -5.9381
C 0.2998 3.7513 -5.3878
N -0.1145 4.1237 -4.0390
C -1.4362 4.8538 -3.9697
C -2.6551 4.1373 -4.5449
O -2.6792 2.8084 -4.0832
C -3.4859 1.8988 -4.8341
H -0.7695 -0.6179 -4.7646
H -0.0799 -0.1571 -6.3670
H -1.6865 0.1634 -6.0597
H -1.3961 2.5566 -6.2122
H 0.0719 2.2465 -6.9240
H 0.1519 4.5095 -6.1569
H 1.3821 3.6995 -5.2694
H 0.6021 4.6836 -3.5996
H -1.3108 5.9001 -4.2485
H -1.6400 4.9358 -2.9021
H -2.6557 4.1570 -5.6347
H -3.5514 4.6421 -4.1846
H -3.5780 0.9589 -4.2899
H -3.2513 1.6767 -5.8751
H -4.4511 2.3932 -4.9438
```

---

No. 4
A 9-piece molecular cluster, C6H30O12 overall. Source: the Open Molecules 2025 dataset; level of theory: the ωB97M-V functional and the def2-TZVPD basis.

## Properties
- Frontier orbital gap: 0.370 Ha
- Energy above the lowest of the compared OMol25 structures with the same formula, charge and spin: 90.3 kcal per mole
- HOMO: -9.97 eV
- SMILES: OCCO.OCCO.OCCO.O.O.O.O.O.O

XYZ file:
```
48
C6H30O12, DFT the ωB97M-V functional and the def2-TZVPD basis
O 0.9790 -0.3074 -1.9665
H 0.6820 0.4796 -2.4225
H 1.8510 -0.4624 -2.3155
O 0.2420 -0.1664 0.5285
H 0.4370 -0.0244 -0.4255
H -0.6470 -0.3874 0.6225
O -2.1360 1.6776 -1.1705
H -2.1320 2.2756 -0.4315
H -2.5480 0.9146 -0.8595
O 2.4990 0.7556 1.8205
H 1.8070 0.4826 1.2305
H 3.3440 0.3706 1.6375
O -0.7470 -0.4594 2.9605
H -0.1530 -0.3654 2.2505
H -1.4680 -1.0604 2.8255
O -2.6160 1.2836 2.1905
H -2.4020 0.4236 2.5425
H -1.7960 1.7066 2.2695
C -1.7650 -2.3984 -0.7465
C -3.1180 -2.6104 -1.4875
O -3.3960 -1.3434 -1.9385
O -2.0910 -1.7944 0.4835
H -1.1150 -1.8334 -1.3475
H -1.0660 -3.2744 -0.6375
H -3.9660 -3.0164 -0.9105
H -3.0090 -3.2744 -2.3215
H -4.3140 -1.2004 -1.9725
H -2.9570 -1.3664 0.2985
C 3.2710 -3.5234 -0.5045
C 2.6640 -2.3574 0.2905
O 1.2680 -2.8044 0.3185
O 4.6480 -3.3634 -0.7965
H 2.6920 -3.2474 -1.3475
H 3.0050 -4.5014 -0.1505
H 2.7930 -1.4214 -0.1695
H 2.9260 -2.3234 1.3155
H 0.5940 -2.0984 0.2885
H 4.9550 -4.1894 -1.0465
C 0.4180 4.2436 0.7745
C 0.1180 4.6596 -0.6405
O 0.7680 5.8936 -0.7765
O -0.1190 3.0556 1.1725
H -0.0520 4.9806 1.4275
H 1.5060 4.3486 0.9965
H -0.9520 4.5906 -0.7945
H 0.5050 4.1216 -1.4385
H 0.0600 6.5536 -0.7015
H 0.5350 2.3556 1.0755
```

---

What did the first record say?
C5H7NO as an isolated structure. Source: the Open Molecules 2025 dataset; level of theory: the ωB97M-V functional and the def2-TZVPD basis.

## Properties
- Frontier orbital gap: 0.352 Ha
- Energy above the lowest of the compared OMol25 structures with the same formula, charge and spin: 104.5 kcal per mole
- HOMO: -8.51 eV

XYZ file:
```
14
C5H7NO, DFT the ωB97M-V functional and the def2-TZVPD basis
C 0.9073 0.7099 0.9880
C 1.3084 -0.1706 -0.1872
O 0.6948 -1.4612 -0.0084
C -0.5578 -1.0223 -0.5909
C -1.4445 -0.1590 0.3063
N -0.4429 0.9233 0.3856
C 0.0667 0.3534 -0.9254
H 0.9877 0.3032 2.0010
H 1.3638 1.7056 0.9509
H 2.3193 -0.2057 -0.6003
H -0.9892 -1.8212 -1.2054
H -2.1087 0.4695 -0.5424
H -1.8105 -0.5948 1.2664
H -0.1367 0.9564 -1.7956
```

---

Which of these has the highest HOMO? C19H45CuN2O5

---

The highest frontier orbital gap belongs to which entry? C6H30O12